{"formula": "C33H77F6N7NiO13P", "method": "ωB97M-V with the def2-TZVPD basis set", "s_squared": 2.0025, "total_charge": 1, "e_tot_ha": -5113.7715, "largest_force_ev_per_a": 2.0, "gap_ev": [8.01, 6.43], "multiplicity": 3, "symbols": ["C", "F", "H", "H", "H", "C", "N", "H", "C", "O", "H", "C", "H", "H", "F", "H", "H", "H", "H", "O", "H", "C", "C", "H", "H", "C", "H", "H", "H", "C", "H", "H", "H", "H", "H", "H", "H", "N", "C", "H", "H", "C", "H", "H", "Ni", "H", "H", "H", "C", "H", "H", "O", "C", "H", "H", "P", "O", "O", "H", "C", "H", "C", "H", "H", "F", "H", "H", "C", "H", "H", "C", "C", "H", "F", "O", "O", "H", "H", "H", "C", "N", "C", "C", "H", "C", "C", "O", "H", "H", "H", "H", "H", "O", "H", "H", "H", "N", "H", "H", "F", "C", "O", "O", "O", "H", "H", "F", "H", "H", "N", "H", "H", "C", "C", "C", "H", "H", "C", "C", "H", "C", "N", "H", "C", "N", "H", "C", "H", "C", "H", "H", "O", "H", "H", "H", "H", "C", "H"], "coordinates": [[-4.379, -2.194, -0.777], [0.584, 0.892, 1.124], [-1.328, -3.686, 0.601], [-0.613, 6.113, 3.055], [-6.251, 1.977, 5.053], [1.268, 4.557, -0.999], [2.386, 3.773, -1.486], [3.485, 3.395, -3.283], [1.617, -2.693, 2.763], [3.208, -0.237, 1.134], [-2.814, -5.356, 0.522], [1.941, -0.857, 4.345], [-2.463, 4.860, 1.370], [5.977, -2.434, -1.411], [-0.908, -0.703, 1.470], [3.139, 6.205, 3.318], [0.431, -2.463, -0.252], [-5.398, -2.565, -0.805], [1.854, 0.533, -2.645], [1.345, 2.902, 2.824], [6.875, -0.932, 0.858], [0.795, 2.106, -5.786], [2.536, 3.795, -2.935], [0.188, 2.060, -6.697], [5.933, -3.203, 0.138], [-2.055, -6.074, 0.184], [-3.990, -0.654, 2.982], [-4.560, 2.429, 5.505], [1.452, 5.616, -1.195], [2.943, 2.817, -0.767], [1.349, -1.199, -2.884], [-3.825, -2.670, 0.041], [-4.890, -3.843, -2.909], [1.378, 3.010, -5.980], [-2.478, -6.748, -0.561], [-3.768, 1.563, 2.189], [-2.325, 5.732, -0.124], [-3.661, -2.433, -2.020], [-4.675, 1.749, 2.765], [1.435, -5.748, -1.568], [2.636, 5.888, 1.707], [-4.965, 5.127, 0.045], [-1.279, -4.742, 3.813], [2.107, -2.655, 6.160], [2.440, 1.407, 2.017], [-0.129, -3.289, -1.640], [-1.421, 1.428, -3.463], [3.014, -2.037, 0.119], [-0.499, -4.275, 0.193], [-5.087, 5.316, 1.112], [5.682, 0.229, 1.360], [-1.138, -6.191, 2.517], [0.403, -3.462, -0.696], [0.693, 6.970, 4.004], [2.107, 0.917, -6.858], [-0.876, 0.565, 0.485], [-4.783, 3.091, -1.825], [3.403, -0.950, -2.880], [0.668, -3.222, 2.850], [-2.526, 4.732, 0.277], [1.351, -0.046, -5.615], [-5.226, 1.629, 5.191], [-3.003, 2.568, -1.112], [2.667, -1.464, -4.791], [-0.725, 1.884, -0.451], [-4.301, -1.145, -0.491], [4.329, -1.777, -4.461], [0.748, 3.935, 3.102], [0.703, 7.008, 2.303], [6.072, 0.172, -0.335], [5.947, -0.454, 0.554], [2.639, 5.450, 2.708], [2.409, -3.378, 2.454], [-0.117, -0.261, -0.695], [1.756, -3.842, -0.853], [-0.040, 2.365, -4.668], [1.579, -1.891, 2.032], [-0.330, 3.937, 3.290], [4.524, 0.304, -5.716], [-3.842, -3.757, -2.597], [-3.820, 4.274, -0.160], [2.108, -0.516, -2.491], [2.033, -3.114, 5.176], [-2.659, -0.628, -2.059], [1.776, 0.942, -5.811], [-1.979, -5.242, 3.154], [-2.217, -1.763, -3.647], [1.240, -3.858, 5.199], [4.485, -3.106, -0.899], [1.620, -4.519, -2.870], [1.104, 4.457, 0.072], [-5.923, 4.771, -0.322], [1.888, 0.007, 3.466], [3.277, 4.571, 2.748], [-0.161, 0.341, -4.008], [-2.897, -5.679, 3.559], [4.907, -1.405, 0.215], [-5.311, 0.875, 5.973], [3.014, -3.574, 5.020], [-1.624, 1.505, 1.596], [5.350, -2.553, -0.524], [-4.803, -1.179, 4.749], [2.825, 1.208, -4.916], [-1.000, -5.422, -0.471], [-1.037, -7.735, 1.131], [-3.306, -3.885, -3.532], [-2.354, 0.250, -0.061], [3.659, 2.242, -1.370], [2.991, -5.075, -1.874], [-4.732, 0.974, 3.998], [1.735, 3.196, -3.376], [-2.593, -7.354, 1.833], [1.929, -4.820, -1.868], [-3.829, 3.285, -1.095], [0.443, 6.355, 3.139], [2.410, 4.833, -3.241], [0.083, -4.589, 1.070], [-0.758, 1.207, -4.303], [3.629, -1.219, 0.516], [-1.702, 4.034, 0.133], [-4.522, -0.352, 3.898], [1.896, -2.159, 4.086], [1.991, -0.600, 5.406], [3.547, -1.030, -4.311], [1.280, 5.149, 3.124], [-3.658, -4.576, -1.903], [-1.677, -6.903, 1.421], [1.971, -0.683, -1.419], [3.944, 0.353, -4.784], [-4.824, 6.061, -0.510], [-2.416, -4.531, 2.439], [2.708, 2.627, 0.435], [0.327, 4.314, -1.494], [-5.542, 1.784, 2.106], [-4.457, 2.777, 3.081], [4.570, 0.836, -4.040], [-2.806, -1.573, -2.591], [-1.461, 0.931, -5.100]], "atomic_forces_ev_per_a": [[1.4665, 0.3837, 0.4583], [1.0332, 0.5728, 0.4472], [-0.0150, 0.3352, -0.3852], [-0.0197, -0.0088, 0.3193], [0.0935, 0.3687, -0.1416], [-0.3451, 0.7766, 0.3845], [-0.3869, -0.4320, 0.3014], [0.0971, 0.0733, 0.2284], [0.1643, -0.0297, 0.1100], [-0.0382, 0.4537, 0.2419], [-0.0997, 0.1327, -0.4066], [-0.1291, -0.3809, -0.5632], [-0.5426, 0.0849, 0.0229], [-0.0729, 1.0524, 0.1308], [-0.2352, -0.1696, -0.3449], [-0.4808, -0.0358, 0.4265], [0.1026, -0.0487, 0.1316], [-0.0969, 0.1268, -0.1572], [0.2211, 0.0296, -0.5599], [0.6420, -0.6690, 0.4481], [-0.0414, -0.2602, -0.3117], [-0.1687, 0.6558, -0.6663], [-0.4307, 0.0437, -0.2681], [-0.3173, -0.4928, 0.0397], [-0.1494, -0.0419, 0.0045], [-0.0022, -0.1460, 0.7865], [-0.2044, 0.2085, -0.2419], [-0.0303, 0.1188, -0.0637], [0.1361, -0.0282, -0.0781], [0.0510, 0.2425, -0.6377], [-0.1307, 0.3375, -0.5134], [-0.2987, -0.4489, 0.0474], [-0.0819, -0.0846, 0.2073], [0.1564, 0.0847, 0.4398], [-0.2213, -0.0278, 0.1126], [-0.2310, -0.7023, -0.1074], [0.2916, -0.1389, -0.2771], [-0.2293, -0.9420, 0.0870], [1.3097, 1.4723, 0.4860], [-0.3032, 0.0848, -0.2630], [-0.0544, -0.3359, -0.1708], [-0.0530, 0.8338, -0.1734], [-0.6139, 0.1789, 0.5919], [-0.2805, 0.3862, -0.1712], [-1.4296, -0.8467, -0.6056], [0.3663, -0.2730, -0.3245], [0.3220, 0.3098, 0.1080], [-0.4224, 0.1915, 0.2088], [0.6769, -0.8977, 0.7321], [0.1456, 0.2178, 0.0058], [-0.3969, -0.2697, 0.0414], [0.8088, 0.0311, -0.2914], [-0.9134, 1.4794, 0.0450], [-0.3781, -0.2378, 0.2976], [0.3312, -0.0214, 0.0213], [-1.0876, 0.5090, -0.2200], [0.0410, -0.0537, -0.0118], [-0.6417, -0.0041, -0.2312], [0.0118, -0.0574, -0.4132], [0.1415, 0.7463, 1.4701], [-0.3565, 0.1607, 0.0629], [-0.6084, -0.9926, 0.1097], [0.5492, 0.4790, 0.2346], [-0.2242, 0.3324, 0.0597], [-0.0723, -0.0004, 0.0042], [-0.4572, 0.1304, -0.3970], [0.2462, 0.2749, -0.1406], [-0.1822, 0.4143, -0.5316], [-0.0180, -0.3541, -0.2988], [0.5388, -0.0409, 0.0924], [-0.2322, 0.9726, -0.1939], [0.6987, -0.1975, -0.0570], [-0.0788, -0.1626, 0.1384], [-0.8315, -0.1449, 0.6116], [-0.3817, -0.1515, -0.3735], [1.0771, -0.6007, 0.1284], [-0.3362, 0.0806, 0.1880], [-0.0295, -0.2198, 0.1371], [-0.1455, -0.0034, -0.1484], [-1.1386, 0.1184, -0.6466], [0.8428, -1.0867, -0.1283], [-0.4452, -0.9573, 1.1332], [0.9875, -0.2208, -0.0671], [-0.2952, -0.0532, 0.2440], [-0.0483, -0.2777, -0.2033], [-0.2476, -0.2015, -1.4330], [0.1232, -0.2245, 0.1311], [-0.0181, 0.0180, -0.2209], [-0.0371, 0.0025, 0.2571], [-0.1898, 0.2898, 0.1067], [0.2682, -0.3288, -0.0217], [0.3724, -0.7937, -0.1384], [0.2557, 0.9823, -0.1368], [-0.2012, -0.1025, -0.2003], [0.1626, 0.1800, -0.2043], [0.4492, -0.3043, 0.7738], [0.4623, 0.3777, 0.2414], [0.2983, 0.0224, 0.0470], [-0.2769, -0.5345, 0.1284], [0.9541, -0.1165, 0.2808], [-0.1831, -1.7592, -0.1497], [0.1450, 0.1819, -0.0641], [0.2438, 0.9560, 0.5867], [0.3018, 0.1349, -0.2437], [0.4620, 0.2619, 0.2856], [0.5224, 0.1817, 0.2719], [0.5283, -0.3910, -0.5444], [0.0627, -0.2682, 0.3922], [0.0385, 0.2385, -0.1807], [-0.1139, 0.3944, -1.1776], [0.0142, 0.1217, -0.1120], [-0.2467, -0.1858, -0.5634], [0.6401, -0.9277, 0.7125], [-1.5599, -0.4307, -0.4388], [0.2961, 0.1711, 0.1239], [0.2105, -0.0784, -0.2087], [-0.0105, -0.0583, -0.0106], [-1.3936, -0.2455, 0.1688], [0.8425, -0.2482, -0.6909], [-0.3134, -0.1716, -0.8250], [0.0343, -0.7673, 0.8703], [-0.3092, 0.6264, 0.8238], [0.1532, 0.0108, 0.0585], [0.8660, -0.0600, 1.2384], [0.1688, 1.2460, -0.3863], [0.3430, 0.1651, 0.1644], [-1.0835, -0.0487, 0.2219], [0.5279, 0.0915, -0.0302], [-0.6163, -0.3726, -1.1875], [0.0796, 0.2312, 0.3265], [0.5215, 0.2813, 0.0150], [0.2021, -0.0280, 0.6823], [0.1713, -0.3467, -0.1741], [-0.2744, -0.3984, 0.2784], [-0.4295, 0.1007, -0.0705], [0.1004, -0.1657, 0.1364], [0.2658, 0.6002, -0.5211], [0.3215, -0.2467, -0.1308]]}